(1)
An isolated molecule of C24H31N5O4S at a distorted geometry, computed with ωB97M-V/def2-TZVPD.

The calculation puts the total energy at -1906.1423 hartree. Its spin multiplicity is 1. As for the SMILES: Cc1noc(C)c1CSCC(=O)N(CCC(C)C)c1c(N)n(Cc2ccccc2)c(=O)[nH]c1=O. For the molecular weight, the calculation gives 485.6 g/mol. The calculation puts the LUMO energy at 0.490 eV. As for the maximum force: 1.19 eV/Å.

Atoms and positions in Å:
C1 -1.51 -2.11 -3.75
C2 -1.69 -2.55 -2.35
N1 -0.86 -3.39 -1.78
O1 -1.31 -3.63 -0.52
C3 -2.44 -2.92 -0.31
C4 -2.73 -2.20 -1.44
C5 -3.84 -1.23 -1.62
H1 -3.85 -0.81 -2.62
H2 -4.80 -1.69 -1.40
S1 -3.68 0.18 -0.43
C6 -3.15 1.51 -1.55
C7 -1.82 1.26 -2.22
O2 -1.77 1.08 -3.43
N2 -0.73 1.21 -1.44
C8 -0.78 1.36 -0.02
C9 -0.47 0.27 0.77
N3 -0.25 -0.95 0.23
H3 0.23 -1.67 0.75
H4 -0.25 -1.02 -0.77
N4 -0.43 0.39 2.13
C10 -0.68 1.60 2.78
O3 -0.63 1.71 3.98
N5 -0.99 2.64 1.95
C11 -1.06 2.64 0.56
O4 -1.33 3.66 -0.04
H5 -1.18 3.52 2.41
C12 -0.09 -0.76 2.97
C13 1.32 -1.22 2.73
C14 1.60 -2.56 2.49
C15 2.90 -2.98 2.26
C16 3.93 -2.06 2.26
C17 3.66 -0.72 2.51
C18 2.36 -0.31 2.74
H6 2.15 0.73 2.94
H7 4.46 0.00 2.52
H8 4.94 -2.38 2.08
H9 3.10 -4.02 2.07
H10 0.79 -3.29 2.49
H11 -0.82 -1.56 2.79
H12 -0.21 -0.41 4.00
C19 0.59 1.20 -2.06
C20 1.40 2.46 -1.74
H13 2.03 2.71 -2.59
H14 0.69 3.28 -1.61
C21 2.29 2.34 -0.49
C22 2.67 3.74 -0.01
H15 3.23 4.27 -0.78
H16 1.79 4.32 0.24
H17 3.30 3.67 0.88
C23 3.54 1.52 -0.78
H18 4.14 1.42 0.12
H19 3.28 0.52 -1.12
H20 4.14 2.00 -1.55
H21 1.72 1.85 0.30
H22 0.40 1.14 -3.14
H23 1.15 0.31 -1.75
H24 -3.92 1.63 -2.32
H25 -3.11 2.41 -0.94
C24 -3.12 -3.01 1.00
H26 -2.51 -3.59 1.69
H27 -3.29 -2.01 1.40
H28 -4.09 -3.50 0.89
H29 -2.32 -2.49 -4.37
H30 -0.56 -2.48 -4.13
H31 -1.53 -1.02 -3.83

(2)
A structure of composition C5H6CdO2 at a distorted geometry, computed with ωB97M-V/def2-TZVPD.

The calculation puts the total energy at -511.9645 hartree. Its spin multiplicity is 1. For the molecular weight, the calculation gives 210.5 g/mol. The calculation puts the LUMO energy at -1.280 eV. As for the maximum force: 4.01 eV/Å.

Atoms and positions in Å:
C1 -1.89 1.71 -0.27
C2 -1.69 0.18 -0.29
O1 -0.83 2.36 0.00
H1 -2.06 -0.13 0.70
H2 -2.43 -0.22 -1.00
Cd1 0.99 1.72 0.18
C3 0.24 -1.34 0.27
C4 -0.31 -0.35 -0.60
H3 -0.10 -1.39 1.30
H4 0.71 -2.25 -0.10
H5 -0.13 -0.36 -1.68
O2 2.46 -0.02 0.97
C5 1.68 -0.16 -0.21
H6 3.36 0.24 0.74

(3)
A structure of composition C24H32CoN7O3P at a distorted geometry, computed with ωB97M-V/def2-TZVPD.

The calculation puts the total energy at -3266.7473 hartree. Its spin multiplicity is 1. For the molecular weight, the calculation gives 556.5 g/mol. The calculation puts the LUMO energy at -2.942 eV. As for the maximum force: 2.90 eV/Å. Its net charge is +1.

Atoms and positions in Å:
Co1 -0.18 -0.01 -0.67
O1 -0.30 -1.75 0.14
C1 -1.32 -2.53 0.33
C2 -1.09 -3.87 0.73
C3 -2.13 -4.72 0.99
C4 -3.47 -4.30 0.87
C5 -3.72 -3.01 0.48
C6 -2.67 -2.11 0.20
C7 -3.01 -0.77 -0.16
N1 -2.19 0.19 -0.39
C8 -2.69 1.52 -0.69
C9 -1.83 2.10 -1.79
N2 -0.44 1.84 -1.45
C10 0.47 2.67 -1.81
C11 1.87 2.54 -1.58
C12 2.72 3.61 -1.92
C13 4.07 3.55 -1.70
C14 4.60 2.38 -1.12
C15 3.80 1.31 -0.80
C16 2.41 1.35 -1.04
O2 1.70 0.30 -0.76
H1 -0.06 -4.19 0.82
H2 -1.92 -5.74 1.30
H3 -4.28 -4.98 1.09
H4 -4.74 -2.67 0.39
H5 -4.08 -0.56 -0.23
H6 -2.61 2.13 0.21
H7 -3.74 1.50 -0.99
H8 -2.02 3.17 -1.91
H9 -2.08 1.59 -2.72
H10 0.16 3.58 -2.33
H11 2.28 4.51 -2.34
H12 4.71 4.37 -1.97
H13 5.67 2.32 -0.93
H14 4.21 0.41 -0.37
C17 0.36 -2.51 -5.68
N3 0.23 -2.20 -4.26
C18 -0.22 -1.04 -3.76
N4 -0.50 -0.05 -4.63
O3 -0.38 -0.91 -2.53
H15 0.74 -3.52 -5.78
H16 1.07 -1.83 -6.16
H17 -0.60 -2.45 -6.19
H18 0.38 -2.93 -3.58
H19 -0.34 -0.13 -5.62
H20 -0.74 0.85 -4.26
C19 2.04 0.84 4.03
N5 1.05 1.87 3.71
C20 -0.19 1.58 4.43
N6 -0.71 0.24 4.16
C21 0.32 -0.74 4.47
N7 1.57 -0.52 3.75
C22 1.43 -0.77 2.33
P1 0.19 0.38 1.59
C23 0.84 1.99 2.27
C24 -1.20 0.11 2.80
H21 2.28 0.91 5.09
H22 2.95 1.02 3.45
H23 -0.94 2.32 4.16
H24 0.01 1.66 5.50
H25 -0.05 -1.74 4.24
H26 0.53 -0.69 5.54
H27 1.09 -1.79 2.15
H28 2.39 -0.64 1.82
H29 0.12 2.78 2.07
H30 1.77 2.24 1.77
H31 -1.61 -0.89 2.64
H32 -1.99 0.83 2.61

(4)
A cluster of 5 separate species, H10O5 in total at a distorted geometry, computed with ωB97M-V/def2-TZVPD.

The calculation puts the total energy at -382.1290 hartree. Its spin multiplicity is 1. As for the SMILES: O.O.O.O.O. For the molecular weight, the calculation gives 90.1 g/mol. The calculation puts the LUMO energy at -0.029 eV. As for the maximum force: 3.14 eV/Å.

Atoms and positions in Å:
O1 -0.42 -2.05 1.99
H1 -0.67 -1.55 1.22
H2 0.53 -2.09 1.95
O2 -0.19 0.11 0.01
H3 0.15 -0.60 -0.54
H4 0.15 0.91 -0.40
O3 0.45 -1.48 -1.54
H5 0.74 -2.18 -0.96
H6 -0.20 -1.89 -2.11
O4 -0.53 2.91 -1.97
H7 0.34 2.71 -2.31
H8 -0.43 2.88 -1.02
O5 -0.27 0.78 2.15
H9 0.47 1.38 2.08
H10 -0.13 0.14 1.45

(5)
A structure of composition C4H7N3O at a distorted geometry, computed with ωB97M-V/def2-TZVPD.

The calculation puts the total energy at -395.8745 hartree. Its spin multiplicity is 1. For the molecular weight, the calculation gives 113.1 g/mol. The calculation puts the LUMO energy at -0.580 eV. As for the maximum force: 5.10 eV/Å.

Atoms and positions in Å:
C1 0.22 1.66 0.29
C2 0.51 0.23 -0.43
C3 1.86 -0.26 -0.18
C4 -0.34 -0.85 -0.03
H1 -0.96 1.72 0.35
H2 1.05 1.61 1.45
H3 0.57 2.56 -0.52
H4 0.31 0.32 -1.59
H5 2.90 0.17 -0.54
H6 -1.66 -1.93 0.15
H7 -2.32 -0.31 1.06
N1 1.72 -1.59 0.06
N2 0.38 -1.95 0.40
N3 -1.62 -1.13 -0.49
O1 -2.62 -0.26 0.02

(6)
An isolated molecule of C6H9N, computed with ωB97M-V/def2-TZVPD.

The calculation puts the total energy at -288.6769 hartree. Its spin multiplicity is 1. As for the SMILES: CC#CC[C@H]1CN1. For the molecular weight, the calculation gives 95.1 g/mol. The calculation puts the LUMO energy at 1.027 eV. As for the maximum force: 0.70 eV/Å.

Atoms and positions in Å:
C1 -3.12 1.29 -0.33
C2 -1.71 1.10 -0.03
C3 -0.54 0.95 0.23
C4 0.86 0.65 0.55
C5 1.04 -0.84 0.65
C6 1.33 -1.63 -0.57
N1 2.37 -1.38 0.44
H1 -3.36 0.94 -1.34
H2 -3.39 2.35 -0.27
H3 -3.76 0.75 0.38
H4 1.16 1.15 1.48
H5 1.54 1.00 -0.24
H6 0.46 -1.31 1.45
H7 1.56 -1.16 -1.52
H8 0.89 -2.61 -0.71
H9 2.50 -2.21 1.01

(7)
A structure of composition C36H45N5O5Ti at a distorted geometry, computed with ωB97M-V/def2-TZVPD.

The calculation puts the total energy at -2898.4067 hartree. Its spin multiplicity is 3. The expectation value of S² is 2.08. For the molecular weight, the calculation gives 675.7 g/mol. The calculation puts the LUMO energy (alpha / beta) at 4.671 / 4.660 eV. As for the maximum force: 2.11 eV/Å. Its net charge is -2.

Atoms and positions in Å:
Ti1 -0.02 -0.23 -0.69
C1 5.23 5.02 -1.34
C2 4.00 4.18 -1.12
C3 2.91 4.26 -1.97
C4 1.73 3.48 -1.81
C5 0.70 3.64 -2.74
N1 -0.55 3.10 -2.71
C6 -1.32 3.06 -3.93
C7 -1.01 1.86 -4.86
C8 -2.19 0.90 -4.94
N2 -2.51 0.48 -3.60
C9 -3.78 0.38 -3.11
C10 -4.10 0.21 -1.75
C11 -5.42 -0.10 -1.35
C12 -5.76 -0.35 -0.03
C13 -7.19 -0.66 0.36
C14 -4.76 -0.30 0.93
C15 -3.43 0.02 0.59
C16 -2.44 0.09 1.66
N3 -1.18 0.30 1.56
C17 -0.49 0.45 2.84
C18 0.60 -0.60 3.08
C19 1.99 -0.01 2.84
N4 1.91 0.79 1.64
C20 2.83 1.59 1.32
C21 2.79 2.48 0.16
C22 3.92 3.29 -0.05
C23 1.68 2.52 -0.71
O1 0.65 1.75 -0.59
C24 -3.08 0.31 -0.73
O2 -1.88 0.66 -1.07
H1 5.07 5.74 -2.15
H2 6.10 4.41 -1.61
H3 5.50 5.59 -0.44
H4 2.94 4.95 -2.81
H5 0.88 4.32 -3.57
H6 -0.68 2.35 -2.04
H7 -1.15 4.00 -4.46
H8 -2.38 3.03 -3.66
H9 -0.15 1.32 -4.46
H10 -0.73 2.19 -5.87
H11 -1.94 0.05 -5.59
H12 -3.06 1.41 -5.37
H13 -1.76 0.41 -2.93
H14 -4.58 0.38 -3.85
H15 -6.18 -0.18 -2.12
H16 -7.80 -0.87 -0.52
H17 -7.66 0.17 0.90
H18 -7.23 -1.54 1.01
H19 -4.99 -0.51 1.97
H20 -2.87 0.00 2.66
H21 -1.22 0.44 3.66
H22 -0.03 1.44 2.83
H23 0.42 -1.42 2.39
H24 0.53 -1.01 4.09
H25 2.73 -0.81 2.73
H26 2.30 0.60 3.70
H27 3.73 1.69 1.95
H28 4.75 3.21 0.65
C25 1.97 -3.26 1.13
C26 2.08 -2.44 -0.16
C27 1.76 -3.29 -1.38
O3 1.26 -1.31 -0.10
H29 2.53 -4.19 1.03
H30 0.92 -3.48 1.32
H31 2.36 -2.70 1.98
H32 3.12 -2.10 -0.24
H33 0.70 -3.55 -1.38
H34 2.36 -4.21 -1.37
H35 1.98 -2.75 -2.30
O4 -1.36 -2.90 1.29
C28 -1.75 -2.73 0.13
O5 -1.32 -1.91 -0.76
H36 -2.54 -3.39 -0.25
C29 -0.87 -2.36 -4.07
C30 0.36 -1.59 -4.49
C31 0.94 -1.82 -5.73
C32 2.14 -1.22 -6.11
C33 2.78 -0.41 -5.17
C34 2.24 -0.15 -3.92
C35 3.01 0.68 -2.92
C36 0.96 -0.67 -3.57
N5 0.31 -0.30 -2.44
H37 -1.59 -2.44 -4.89
H38 -1.35 -1.91 -3.21
H39 -0.59 -3.38 -3.78
H40 0.44 -2.50 -6.41
H41 2.57 -1.40 -7.08
H42 3.74 0.03 -5.42
H43 4.06 0.41 -2.94
H44 2.62 0.53 -1.92
H45 2.94 1.76 -3.14

(8)
A cluster of 2 separate species, C2H7O in total at a distorted geometry, computed with ωB97M-V/def2-TZVPD.

The calculation puts the total energy at -155.6075 hartree. Its spin multiplicity is 1. For the molecular weight, the calculation gives 47.1 g/mol. The calculation puts the LUMO energy at 4.551 eV. As for the maximum force: 1.04 eV/Å. Its net charge is -1.

Atoms and positions in Å:
O1 -2.00 -1.30 0.88
H1 -1.87 -2.04 1.50
C1 0.91 0.65 0.24
C2 0.03 0.19 -0.90
H2 0.36 1.21 0.99
H3 1.75 1.29 -0.05
H4 1.37 -0.18 0.77
H5 -0.46 1.05 -1.36
H6 0.64 -0.39 -1.59
H7 -0.73 -0.48 -0.47